# C28H36Cl8N4

8 unconnected molecules or ions with the total composition C28H36Cl8N4 (wB97M-V/def2-TZVPD, OMol25).

Each line ends with the Mulliken spin population.
Element x y z (Å)
Cl 3.708 1.927 1.084  0.000
C 3.415 1.339 2.768  0.000
C 4.672 0.852 3.577  0.000
Cl 4.418 0.576 5.294  0.000
H 2.669 0.562 2.601  0.000
H 2.896 2.152 3.276  0.000
H 5.477 1.587 3.555  0.000
H 5.038 -0.039 3.067  0.000
Cl -0.112 0.005 -0.059  0.000
C 1.136 0.286 -1.410  0.000
C 1.325 1.828 -1.748  0.000
Cl 1.801 2.096 -3.408  0.000
H 0.793 -0.176 -2.336  0.001
H 2.090 -0.085 -1.034  0.000
H 2.045 2.337 -1.107  0.000
H 0.393 2.377 -1.620  0.000
Cl -0.744 -1.582 -3.679  0.004
C -2.072 -1.572 -2.469  0.000
C -3.167 -0.410 -2.660  0.000
Cl -2.553 1.198 -2.224  0.000
H -1.650 -1.224 -1.526  0.000
H -2.432 -2.598 -2.397  0.000
H -4.016 -0.596 -2.003  0.000
H -3.603 -0.417 -3.659  0.000
Cl 0.158 2.743 4.258  0.000
C -1.399 2.013 3.742  0.000
C -1.600 2.254 2.193  0.000
Cl -1.877 3.993 1.662  0.000
H -2.084 2.535 4.410  0.000
H -1.355 0.934 3.889  0.000
H -2.423 1.624 1.853  0.000
H -0.747 1.843 1.653  0.000
N 0.735 -0.825 3.283  0.000
C 0.536 -2.014 2.661  0.000
C 0.563 -3.245 3.353  0.000
C 0.759 -3.183 4.685  0.000
C 0.898 -2.030 5.379  0.000
C 0.935 -0.852 4.603  0.000
H 0.547 -2.166 1.591  0.000
H 0.355 -4.224 2.947  0.000
H 0.619 -4.101 5.237  0.000
H 0.919 -2.083 6.457  0.000
H 1.122 0.132 5.006  0.000
N 0.309 7.156 -3.401  0.000
C -0.677 7.377 -4.315  0.000
C -1.865 6.626 -4.315  0.000
C -1.957 5.504 -3.463  0.000
C -0.949 5.288 -2.544  0.000
C 0.141 6.137 -2.562  0.000
H -0.793 8.307 -4.851  0.000
H -2.734 6.803 -4.930  0.000
H -2.856 4.913 -3.545  0.000
H -0.895 4.435 -1.884  0.000
H 1.015 5.808 -2.019  0.000
N -2.406 -2.553 1.304  0.000
C -3.299 -3.504 1.001  0.000
C -4.661 -3.267 1.018  0.000
C -5.031 -1.961 1.264  0.000
C -4.085 -0.934 1.533  0.000
C -2.792 -1.294 1.536  0.000
H -2.898 -4.496 0.857  0.000
H -5.440 -3.960 0.737  0.000
H -6.059 -1.688 1.454  0.000
H -4.359 0.037 1.918  0.000
H -2.042 -0.598 1.881  0.000
N 2.258 -4.774 -4.539  0.759
C 3.262 -5.630 -4.192  0.013
C 4.109 -5.318 -3.109  0.072
C 4.061 -4.029 -2.535  -0.027
C 3.048 -3.198 -2.923  0.077
C 2.153 -3.596 -3.944  0.018
H 3.347 -6.588 -4.683  0.019
H 4.894 -6.038 -2.925  0.011
H 4.737 -3.567 -1.830  0.010
H 2.935 -2.218 -2.483  0.019
H 1.345 -2.949 -4.251  0.024

Properties
Maximum force: 0.0856 Eh/bohr
Total charge: +1
Orbital gap (alpha / beta): 0.2109 / 0.0676 hartree
Highest occupied orbital energy (alpha / beta): -10.6 / -10.6 eV
2S+1: 2
Calculated total energy: -135748.6514 eV

# C28H36F15I2O17P

6 unconnected molecules or ions with the total composition C28H36F15I2O17P (wB97M-V/def2-TZVPD, OMol25).

Each line ends with the Mulliken charge.
Element x y z (Å)
C -3.632 -0.154 -8.845  -1.073
C -4.410 -1.338 -8.273  -0.748
C -3.654 -2.176 -7.255  -0.503
I -4.653 -4.070 -7.104  0.109
C -3.357 -1.475 -5.899  1.548
C -3.593 -2.236 -4.570  -0.366
C -4.840 -1.765 -3.815  -0.013
O -4.717 -1.020 -2.871  -0.516
I -6.823 -2.411 -4.313  0.061
O -4.251 -0.315 -5.830  -0.474
C -3.567 0.850 -5.780  0.379
O -4.030 1.902 -5.434  -0.566
O -2.296 0.616 -6.223  -0.401
C -2.033 -0.708 -5.818  -0.135
P -0.564 -1.437 -6.600  0.596
O -0.572 -1.442 -8.057  -0.687
O -0.439 -2.884 -5.983  -0.521
O 0.616 -0.552 -6.039  -0.452
H -3.653 -0.175 -9.921  0.412
H -2.600 -0.129 -8.541  0.227
H -4.085 0.779 -8.544  0.272
H -4.610 -2.008 -9.092  0.712
H -5.376 -1.052 -7.903  0.364
H -2.703 -2.413 -7.700  0.295
H -2.813 -1.958 -3.886  -0.602
H -3.547 -3.308 -4.682  0.798
H -1.713 -0.591 -4.783  0.651
H -0.364 -2.822 -5.019  0.359
H 1.069 -0.186 -6.802  0.317
C -12.651 0.776 -6.526  -1.091
C -11.611 -0.120 -7.161  -0.243
O -10.957 -0.940 -6.174  -0.263
C -11.600 -2.037 -5.813  0.278
O -12.654 -2.418 -6.216  -0.512
C -10.751 -2.808 -4.792  0.948
F -10.243 -1.994 -3.867  -0.238
F -9.732 -3.418 -5.418  -0.245
F -11.472 -3.733 -4.177  -0.259
H -12.203 1.375 -5.733  0.306
H -13.077 1.444 -7.273  0.371
H -13.457 0.191 -6.086  0.314
H -10.819 0.472 -7.613  0.311
H -12.041 -0.750 -7.938  0.323
C 2.691 2.072 -1.520  -1.195
C 2.110 1.211 -0.421  0.062
O 0.839 0.652 -0.815  -0.336
C 0.885 -0.430 -1.560  0.210
O 1.857 -1.003 -1.950  -0.565
C -0.545 -0.912 -1.845  1.080
F -1.345 0.089 -2.198  -0.272
F -1.060 -1.505 -0.772  -0.259
F -0.543 -1.802 -2.847  -0.290
H 1.980 2.845 -1.814  0.313
H 3.607 2.550 -1.178  0.404
H 2.920 1.479 -2.405  0.317
H 1.899 1.807 0.463  0.354
H 2.790 0.413 -0.130  0.112
C 3.233 -4.590 0.247  -1.266
C 3.591 -3.140 0.490  0.134
O 3.124 -2.698 1.782  -0.252
C 3.892 -3.003 2.813  0.301
O 4.923 -3.599 2.790  -0.516
C 3.275 -2.425 4.095  0.935
F 1.963 -2.646 4.152  -0.254
F 3.474 -1.099 4.140  -0.266
F 3.833 -2.959 5.172  -0.249
H 2.160 -4.742 0.368  0.315
H 3.519 -4.882 -0.762  0.389
H 3.742 -5.244 0.954  0.366
H 3.093 -2.504 -0.237  0.012
H 4.663 -2.971 0.401  0.365
C 4.380 0.213 7.901  -1.126
C 4.431 1.266 6.815  -0.096
O 3.627 2.411 7.163  -0.358
C 4.188 3.294 7.965  0.334
O 5.286 3.245 8.430  -0.491
C 3.221 4.465 8.202  0.938
F 1.986 4.030 8.450  -0.253
F 3.183 5.245 7.119  -0.265
F 3.624 5.196 9.232  -0.233
H 3.348 -0.064 8.114  0.302
H 4.925 -0.676 7.587  0.359
H 4.821 0.581 8.826  0.355
H 4.005 0.879 5.893  0.204
H 5.452 1.579 6.604  0.325
C 7.205 4.837 10.909  -1.037
C 7.926 3.633 10.345  -0.055
O 9.357 3.813 10.398  -0.336
C 9.934 3.547 11.555  0.305
O 9.401 3.174 12.554  -0.508
C 11.452 3.749 11.429  0.920
F 11.739 4.880 10.782  -0.247
F 11.990 2.731 10.748  -0.255
F 12.018 3.796 12.625  -0.242
H 7.521 5.744 10.394  0.313
H 6.130 4.719 10.786  0.260
H 7.424 4.965 11.969  0.361
H 7.683 3.507 9.294  0.224
H 7.646 2.717 10.863  0.304

Properties
Maximum force: 0.0366 Eh/bohr
Total charge: 0
Orbital gap: 0.3377 hartree
Highest occupied orbital energy: -9.1 eV
Calculated total energy: -130683.9650 eV

# C28H36N4O2OsP2

A molecular structure, C28H36N4O2OsP2 (wB97M-V/def2-TZVPD, OMol25).

Each line ends with the Mulliken spin population.
Element x y z (Å)
Os -1.152 2.050 -5.148  2.247
C -1.919 2.315 -6.926  0.136
C -1.487 0.916 -6.704  0.091
C -0.189 0.395 -7.286  0.059
C 1.074 1.127 -6.735  0.038
C 0.801 2.014 -5.541  0.094
C 0.238 3.363 -5.678  0.151
C 0.032 3.940 -7.069  0.036
C -1.108 3.226 -7.844  0.052
C 1.171 0.251 -0.980  0.021
H -3.006 2.475 -6.985  -0.013
H -2.299 0.177 -6.687  0.011
H -0.207 0.423 -8.388  -0.009
H -0.124 -0.671 -7.007  -0.005
H 1.778 0.354 -6.388  -0.003
H 1.584 1.666 -7.549  -0.009
H 1.508 1.892 -4.708  -0.049
H 0.524 4.088 -4.908  0.022
H 0.967 3.896 -7.647  0.011
H -0.214 5.008 -6.968  -0.002
H -1.791 4.001 -8.230  0.004
H -0.707 2.668 -8.709  0.000
H 0.605 1.051 -1.459  -0.005
H 2.003 0.685 -0.412  0.008
H 0.545 -0.317 -0.278  0.006
P 1.734 -0.836 -2.250  -0.060
P -1.945 -1.112 -2.366  0.013
N 3.063 -0.095 -3.017  0.011
N 2.518 -2.014 -1.302  -0.001
N -2.836 -0.066 -3.388  0.038
N -2.928 -2.025 -1.391  0.008
C 0.712 -1.650 -3.505  0.133
C -0.748 -2.137 -3.233  0.023
C 3.343 1.277 -3.011  0.005
C 4.591 1.474 -3.574  0.011
C 5.107 0.185 -3.941  0.000
C 4.159 -0.762 -3.602  0.000
C 3.403 -1.650 -0.265  0.000
C 4.087 -2.781 0.137  0.000
C 3.649 -3.870 -0.687  0.000
C 2.714 -3.371 -1.582  0.000
C -2.552 1.411 -3.712  0.315
C -3.788 1.885 -4.290  0.474
C -4.691 0.829 -4.366  -0.133
C -4.104 -0.326 -3.847  0.483
C -4.315 -2.102 -1.151  0.008
C -4.514 -2.827 0.013  0.004
C -3.226 -3.207 0.520  0.002
C -2.274 -2.732 -0.353  0.003
H 1.309 -2.527 -3.827  0.008
H 0.713 -0.948 -4.360  -0.044
H -1.227 -2.331 -4.204  -0.013
H -0.736 -3.097 -2.688  -0.002
H 2.623 1.974 -2.600  -0.004
H 5.089 2.427 -3.704  0.000
H 6.075 -0.016 -4.387  0.000
H 4.141 -1.838 -3.727  0.000
H 3.414 -0.640 0.119  0.000
H 4.832 -2.804 0.920  0.000
H 4.008 -4.889 -0.633  0.000
H 2.131 -3.860 -2.353  -0.001
H -2.078 1.926 -2.870  -0.188
H -3.962 2.905 -4.620  -0.023
H -5.712 0.863 -4.722  0.004
H -4.514 -1.326 -3.761  0.011
H -5.012 -1.639 -1.833  -0.017
H -5.467 -3.056 0.468  0.000
H -3.034 -3.753 1.435  0.000
H -1.193 -2.802 -0.343  -0.001
O -3.012 0.765 0.336  0.001
C -2.206 1.520 -0.067  -0.001
O -1.412 2.294 -0.465  0.006
H -1.071 -0.339 -1.602  0.036

Properties
Maximum force: 0.1072 Eh/bohr
Total charge: +2
Orbital gap (alpha / beta): 0.2003 / 0.2868 hartree
Highest occupied orbital energy (alpha / beta): -11.0 / -14.2 eV
2S+1: 5
Energy relative to the best compared isomer or geometry (same formula, charge and spin): 0.0 kJ/mol
Calculated total energy: -60698.1176 eV

- Which of these has the lowest total charge?
  C28H36F15I2O17P